{"formula": "C28H81ClN7O13", "method": "ωB97M-V/def2-TZVPD", "lumo_ha": 0.0864, "e_above_lowest_kj_mol": 241.71, "total_charge": -1, "species": ["Cl", "O", "O", "O", "O", "O", "H", "H", "O", "H", "H", "C", "C", "C", "O", "C", "N", "H", "H", "H", "H", "H", "H", "H", "H", "H", "H", "H", "C", "C", "C", "O", "C", "N", "H", "H", "H", "H", "H", "H", "H", "H", "H", "H", "H", "C", "C", "C", "O", "C", "N", "H", "H", "H", "H", "H", "H", "H", "H", "H", "H", "H", "C", "C", "C", "O", "C", "N", "H", "H", "H", "H", "H", "H", "H", "H", "H", "H", "H", "C", "C", "C", "O", "C", "N", "H", "H", "H", "H", "H", "H", "H", "H", "H", "H", "H", "C", "C", "C", "O", "C", "N", "H", "H", "H", "H", "H", "H", "H", "H", "H", "H", "H", "C", "C", "C", "O", "C", "N", "H", "H", "H", "H", "H", "H", "H", "H", "H", "H", "H"], "positions_angstrom": [[0.766, 0.430, -0.545], [0.404, -0.443, 0.553], [0.594, -0.389, -1.681], [-0.091, 1.585, -0.599], [2.126, 0.846, -0.384], [2.539, -1.599, -3.801], [2.099, -2.356, -4.187], [1.950, -1.307, -3.106], [1.280, -2.104, 2.846], [0.906, -1.484, 2.220], [2.061, -2.443, 2.410], [3.243, -4.816, 1.988], [3.431, -3.802, 0.884], [2.169, -3.491, 0.009], [1.964, -4.568, -0.940], [0.820, -4.368, -1.798], [3.778, -2.545, 1.560], [2.636, -4.396, 2.791], [4.226, -5.143, 2.326], [2.698, -5.722, 1.725], [4.250, -3.941, 0.178], [2.383, -2.558, -0.513], [1.395, -3.267, 0.743], [1.148, -3.644, -2.543], [-0.025, -3.894, -1.298], [0.561, -5.257, -2.374], [4.560, -2.709, 2.178], [4.228, -1.978, 0.855], [-3.424, 4.943, 1.722], [-3.389, 3.789, 0.763], [-4.716, 3.487, 0.000], [-5.749, 3.021, 0.811], [-6.963, 2.963, 0.135], [-2.367, 4.069, -0.146], [-4.123, 4.825, 2.550], [-3.662, 5.872, 1.204], [-2.464, 5.132, 2.203], [-3.171, 2.926, 1.391], [-4.593, 2.808, -0.844], [-5.073, 4.432, -0.410], [-7.585, 2.420, 0.846], [-6.869, 2.332, -0.749], [-7.273, 3.999, 0.002], [-1.929, 3.261, -0.564], [-1.631, 4.528, 0.371], [-2.540, -2.123, -0.605], [-3.572, -1.092, -1.103], [-4.439, -0.373, -0.060], [-5.401, -1.255, 0.545], [-6.345, -0.562, 1.286], [-2.867, -0.068, -1.941], [-1.748, -1.697, 0.011], [-2.129, -2.628, -1.480], [-3.099, -2.887, -0.065], [-4.232, -1.665, -1.754], [-4.979, 0.423, -0.572], [-3.872, 0.038, 0.776], [-6.792, -1.233, 2.020], [-7.125, -0.012, 0.760], [-5.929, 0.323, 1.769], [-2.044, 0.348, -1.530], [-2.359, -0.529, -2.682], [-0.103, 4.100, 2.999], [1.397, 3.856, 2.859], [1.774, 2.407, 3.282], [3.134, 2.176, 2.975], [3.434, 0.774, 3.056], [1.705, 4.052, 1.447], [-0.415, 5.111, 3.263], [-0.551, 3.527, 3.811], [-0.653, 3.854, 2.091], [1.967, 4.563, 3.461], [1.185, 1.673, 2.733], [1.727, 2.171, 4.345], [3.094, 0.329, 2.121], [2.876, 0.292, 3.859], [4.470, 0.633, 3.365], [2.669, 3.752, 1.412], [1.297, 3.344, 0.853], [-5.028, 0.302, 5.793], [-4.072, 1.522, 5.535], [-3.295, 1.466, 4.193], [-2.459, 0.300, 4.227], [-1.639, 0.405, 3.064], [-4.932, 2.648, 5.677], [-5.882, 0.318, 5.116], [-5.419, 0.388, 6.807], [-4.471, -0.621, 5.633], [-3.329, 1.581, 6.329], [-2.680, 2.359, 4.089], [-3.981, 1.422, 3.347], [-2.210, 0.302, 2.141], [-0.949, -0.438, 3.095], [-1.015, 1.288, 2.927], [-4.507, 3.535, 5.447], [-5.519, 2.654, 4.855], [9.023, 1.217, -1.681], [8.402, 0.488, -2.897], [6.891, 0.399, -2.652], [6.653, -0.682, -1.783], [5.273, -0.761, -1.519], [8.644, 1.355, -3.999], [10.078, 1.418, -1.868], [8.858, 0.681, -0.746], [8.599, 2.219, -1.614], [8.814, -0.489, -3.152], [6.354, 0.312, -3.597], [6.595, 1.317, -2.145], [4.740, -1.089, -2.412], [4.716, 0.047, -1.046], [5.075, -1.544, -0.787], [9.641, 1.401, -4.157], [8.238, 0.884, -4.794], [-2.486, -1.836, -4.992], [-1.001, -2.126, -4.757], [-0.460, -3.202, -5.720], [0.827, -3.455, -5.281], [1.357, -4.653, -5.824], [-0.182, -0.934, -4.802], [-3.086, -2.703, -4.715], [-2.646, -1.671, -6.057], [-2.749, -0.974, -4.379], [-0.919, -2.484, -3.731], [-0.357, -2.878, -6.756], [-1.116, -4.071, -5.775], [2.415, -4.766, -5.589], [1.144, -4.805, -6.882], [0.888, -5.560, -5.442], [-0.282, -0.348, -3.986], [0.791, -1.203, -4.834]], "forces_ev_per_a": [[0.2, -0.4, 2.2], [-0.3, 0.6, 0.9], [0.0, -0.6, -2.8], [-0.3, 0.1, 0.0], [0.4, 0.2, -0.2], [0.7, 0.1, -0.1], [-0.1, -0.4, -0.2], [-0.2, 0.3, 0.5], [-0.8, -0.2, 0.9], [-0.1, 0.3, -0.4], [0.7, 0.4, -0.1], [-0.1, -0.9, -0.4], [-0.6, 0.7, -0.9], [1.3, -0.7, 0.2], [-0.9, 0.2, 1.0], [1.3, 1.2, -0.1], [0.3, 0.4, -0.2], [0.3, 0.2, 0.2], [0.0, 0.1, 0.4], [0.1, 0.0, -0.5], [0.0, -1.2, 0.0], [-0.1, 0.1, -0.3], [-0.8, -0.5, -0.5], [-0.2, 0.2, -0.3], [-0.1, -0.4, 0.3], [0.1, -0.3, 0.6], [0.0, -0.3, 0.5], [-0.4, 0.7, -0.1], [-0.8, 1.0, 0.6], [-1.6, -1.3, 1.1], [0.4, 1.2, 0.1], [1.0, -0.7, 1.3], [0.2, -0.5, 1.1], [1.6, 0.5, -1.5], [-0.3, -0.1, -0.1], [-0.2, 0.1, -0.1], [0.2, -0.3, -0.2], [0.0, -0.6, 0.1], [0.5, -0.2, -0.1], [0.2, 0.5, -0.4], [-0.6, 0.3, -0.2], [-0.2, 0.4, -0.5], [-0.6, -0.1, -0.7], [-0.2, -0.3, -0.1], [0.3, 0.2, -0.3], [-1.2, -0.1, 0.3], [1.6, 0.3, -0.2], [-0.3, -0.6, 0.1], [0.4, -0.3, -0.9], [-0.2, 0.9, 0.8], [-0.5, 0.0, -0.3], [0.0, 0.0, 0.0], [0.3, 0.1, 0.0], [0.2, -0.2, 0.4], [-0.3, 0.3, -0.2], [0.1, 0.2, -0.1], [0.4, 0.3, -0.2], [0.0, 0.1, -0.1], [-0.5, -0.7, -1.0], [0.7, -0.2, 0.8], [-0.2, 0.3, 1.3], [-0.5, -0.5, -0.3], [-0.7, 0.0, 0.9], [-1.1, -1.1, -0.3], [0.5, 0.3, 0.0], [0.8, -0.2, 0.0], [-0.6, 0.6, 0.3], [1.3, 0.3, 0.2], [0.5, 0.4, -0.2], [0.1, -0.4, 0.1], [0.3, -0.3, 0.0], [0.1, 0.0, -0.1], [-0.5, 0.0, -0.2], [-0.8, 0.4, 0.4], [0.6, -0.4, -0.1], [-0.4, 0.0, 0.1], [0.2, 0.1, -0.7], [0.6, 0.4, -0.5], [-0.8, -0.3, 0.1], [1.3, 0.5, -0.3], [-0.1, -1.3, -0.2], [-0.5, -1.0, 1.7], [0.1, 1.8, -1.1], [0.6, -1.7, -0.3], [-1.0, 1.8, -0.9], [0.1, 0.1, -0.2], [0.1, -0.2, 0.0], [-0.2, -0.1, 0.2], [0.1, -0.3, 0.1], [0.1, 0.2, 0.0], [-0.2, 0.0, -0.3], [-0.3, 0.0, 0.0], [0.0, 0.0, 0.0], [-0.3, 0.4, 0.7], [1.0, 0.3, 0.7], [-1.0, -0.6, -0.1], [0.2, -0.6, -0.4], [-0.4, 0.7, 1.6], [1.1, 0.0, 0.2], [-0.5, 0.4, 0.2], [-1.0, -1.5, 0.3], [-0.3, 0.6, -1.4], [0.3, -0.4, 0.2], [0.2, 0.0, 0.0], [-0.4, -0.1, 0.0], [0.0, -0.4, 0.8], [-0.3, -0.2, -0.1], [-0.3, 0.3, -0.2], [-0.2, 0.3, -0.2], [0.7, 1.0, -0.4], [0.6, -0.5, -0.1], [0.1, 0.1, -0.2], [0.1, 0.3, -0.6], [0.7, -0.2, -0.3], [-0.5, -0.2, 0.2], [-0.7, 1.4, 0.2], [1.5, -1.8, 0.1], [-0.1, -0.7, 0.1], [0.0, 0.3, -1.2], [-0.1, 0.0, 0.2], [-0.2, 0.5, 0.0], [-0.4, 0.0, -0.5], [-0.1, -0.9, 0.2], [-0.4, 0.6, -0.3], [0.0, -0.4, 0.6], [0.0, 0.5, -0.2], [0.4, 0.8, -0.5], [-0.4, 0.0, 0.8], [-0.2, -0.1, 0.2], [0.0, 0.3, -0.1]], "mulliken_charge": [0.999, -0.161, -0.378, -0.575, -0.667, -0.783, 0.246, 0.374, -0.768, 0.243, 0.237, -1.398, 0.017, -0.130, -0.488, -0.184, -0.377, 0.288, 0.387, 0.367, 0.512, 0.094, 0.335, 0.060, 0.171, 0.368, 0.225, 0.013, -1.556, 1.826, -1.063, -0.204, -0.898, -0.748, 0.295, 0.403, 0.285, -0.610, 0.423, 0.430, 0.192, 0.347, 0.353, 0.298, 0.388, -1.156, 0.757, 0.422, -0.418, -0.377, -0.725, 0.027, 0.321, 0.506, 0.355, 0.048, -0.579, 0.334, 0.284, -0.077, 0.007, 0.016, -0.764, 0.160, -0.085, -0.475, -0.690, -0.823, 0.657, 0.186, -0.353, 0.349, -0.219, 0.455, 0.178, 0.347, 0.362, 0.419, 0.199, -1.297, 0.138, 0.813, -0.523, 0.698, -0.826, 0.254, 0.369, 0.331, 0.448, -0.233, -0.437, -0.398, 0.264, -0.340, 0.301, 0.261, -1.387, 0.544, -0.585, -0.450, -0.421, -0.738, 0.389, 0.293, 0.389, 0.332, 0.253, 0.236, 0.380, 0.342, -0.110, 0.248, 0.251, -1.691, 2.010, -1.340, -0.170, -1.039, -0.812, 0.333, 0.390, 0.656, -0.634, 0.464, 0.481, 0.306, 0.343, 0.347, 0.263, 0.466]}



{"formula": "C32H39Cl2N3O2Pd", "method": "ωB97M-V/def2-TZVPD", "lumo_ha": [-0.0789, -0.0713], "total_charge": 0, "species": ["Pd", "C", "C", "C", "C", "C", "C", "C", "C", "C", "C", "C", "C", "N", "C", "O", "C", "C", "C", "C", "C", "N", "C", "O", "N", "C", "C", "C", "C", "C", "C", "C", "C", "C", "C", "C", "C", "H", "H", "H", "H", "H", "H", "H", "H", "H", "H", "H", "H", "H", "H", "H", "H", "H", "H", "H", "H", "H", "H", "H", "H", "H", "H", "H", "H", "H", "H", "H", "H", "H", "H", "H", "H", "H", "Cl", "C", "Cl", "H", "H"], "positions_angstrom": [[0.151, -0.143, -0.158], [0.403, 1.237, 2.856], [1.182, 0.232, 3.712], [0.250, -0.863, 4.236], [2.370, -0.335, 2.966], [3.646, -0.081, 3.443], [4.773, -0.554, 2.790], [4.632, -1.301, 1.636], [3.379, -1.608, 1.136], [3.237, -2.451, -0.108], [3.783, -3.859, 0.120], [3.908, -1.767, -1.299], [2.228, -1.136, 1.810], [0.978, -1.484, 1.326], [0.441, -2.699, 1.459], [0.920, -3.629, 2.095], [-0.872, -2.823, 0.717], [-1.477, -4.037, 0.410], [-2.622, -4.020, -0.371], [-3.118, -2.815, -0.847], [-2.444, -1.646, -0.513], [-1.386, -1.681, 0.283], [-2.780, -0.293, -1.103], [-3.735, -0.157, -1.857], [-1.867, 0.643, -0.809], [-1.968, 1.981, -1.116], [-3.113, 2.752, -0.798], [-3.187, 4.054, -1.267], [-2.159, 4.626, -1.993], [-0.994, 3.913, -2.206], [-0.871, 2.608, -1.767], [0.442, 1.873, -1.935], [1.434, 2.311, -0.837], [1.058, 2.024, -3.326], [-4.239, 2.221, 0.055], [-5.531, 2.105, -0.757], [-4.441, 3.114, 1.285], [-0.443, 1.622, 3.421], [0.001, 0.748, 1.947], [1.045, 2.072, 2.574], [1.580, 0.777, 4.576], [-0.339, -1.289, 3.431], [-0.431, -0.446, 4.975], [0.825, -1.659, 4.700], [3.765, 0.490, 4.354], [5.758, -0.340, 3.182], [5.515, -1.659, 1.125], [2.172, -2.553, -0.343], [4.842, -3.840, 0.367], [3.648, -4.459, -0.777], [3.239, -4.329, 0.936], [4.965, -1.599, -1.112], [3.431, -0.804, -1.488], [3.811, -2.388, -2.187], [-1.031, -4.954, 0.764], [-3.107, -4.947, -0.639], [-3.989, -2.760, -1.482], [-4.068, 4.641, -1.059], [-2.251, 5.637, -2.357], [-0.175, 4.387, -2.725], [0.235, 0.785, -1.780], [1.685, 3.365, -0.952], [2.366, 1.737, -0.889], [0.969, 2.182, 0.153], [1.475, 3.018, -3.477], [0.308, 1.847, -4.093], [1.866, 1.302, -3.459], [-3.975, 1.222, 0.411], [-5.832, 3.072, -1.155], [-6.334, 1.729, -0.129], [-5.381, 1.414, -1.582], [-4.743, 4.118, 0.995], [-3.520, 3.180, 1.862], [-5.221, 2.695, 1.917], [0.407, -1.835, -2.277], [1.030, -1.941, -3.940], [1.064, -3.620, -4.506], [2.051, -1.562, -3.958], [0.373, -1.368, -4.593]], "forces_ev_per_a": [[-3.1, -2.0, 2.7], [0.0, -0.2, -0.1], [-0.2, -0.1, -0.2], [0.1, 0.1, 0.1], [-0.2, -0.1, -0.2], [0.1, 0.0, 0.0], [0.0, 0.0, 0.0], [0.1, 0.0, 0.0], [-0.6, 0.1, 0.1], [0.0, -0.1, -0.1], [-0.1, 0.1, 0.0], [-0.2, -0.1, 0.1], [1.3, -0.2, 0.5], [-0.4, 1.6, -1.3], [0.2, -0.5, 0.1], [-0.3, 0.0, -0.2], [0.1, -0.5, 0.2], [0.1, 0.3, 0.3], [0.0, 0.1, 0.0], [0.0, 0.3, 0.2], [-0.4, 0.0, -0.2], [1.2, 0.7, -0.7], [0.1, 0.1, -0.7], [-0.2, -0.3, 0.3], [1.7, -0.6, 1.1], [-0.2, 1.2, -0.8], [0.4, -0.4, -0.1], [0.2, 0.0, -0.1], [0.0, 0.1, 0.1], [0.0, 0.0, 0.0], [-0.4, -0.4, 0.2], [0.2, 0.1, 0.0], [-0.1, -0.2, -0.1], [-0.1, -0.3, 0.2], [-0.2, 0.0, 0.0], [0.1, -0.2, 0.0], [0.1, -0.2, -0.1], [-0.1, 0.1, 0.0], [0.1, 0.3, 0.5], [0.0, 0.0, -0.1], [0.0, -0.1, -0.1], [-0.1, 0.0, 0.0], [-0.1, 0.0, 0.1], [0.0, -0.1, 0.1], [0.0, 0.1, 0.0], [0.0, 0.0, 0.0], [0.0, -0.1, 0.0], [0.3, 0.0, 0.1], [0.1, 0.0, 0.0], [0.0, -0.1, -0.1], [0.0, -0.1, 0.1], [0.1, 0.0, 0.0], [0.0, 0.1, -0.1], [0.0, -0.1, -0.2], [0.1, 0.0, 0.1], [0.0, -0.1, 0.0], [0.0, 0.1, -0.1], [-0.1, 0.1, 0.0], [0.0, 0.1, 0.0], [0.2, 0.0, -0.1], [0.1, 0.8, -1.1], [0.0, 0.1, 0.1], [-0.1, 0.0, 0.1], [0.2, 0.1, 0.0], [0.0, 0.1, 0.0], [-0.1, 0.0, -0.1], [0.1, 0.0, 0.0], [0.0, 0.1, 0.0], [0.0, 0.1, 0.0], [-0.2, 0.0, 0.1], [-0.1, 0.0, -0.1], [0.0, 0.1, 0.0], [0.0, 0.1, 0.1], [-0.1, 0.0, 0.1], [0.1, -0.4, -0.6], [0.1, -0.1, -0.3], [0.0, 0.2, 0.0], [-0.2, 0.0, 0.1], [0.1, -0.1, 0.2]], "mulliken_charge": [-0.585, -0.551, 0.420, -1.566, 0.609, -1.309, -1.380, -0.410, 0.843, 1.651, -1.778, -1.201, -0.327, 1.691, -0.300, -0.705, 0.194, -0.895, -0.477, -0.580, 0.154, -0.134, -0.150, -0.720, 0.765, -1.131, 0.853, -0.316, -1.705, -0.445, 1.207, 2.767, -1.535, -2.001, 0.616, -1.536, -1.520, 0.489, -0.379, 0.363, 0.649, 0.163, 0.502, 0.373, 0.432, 0.365, 0.404, -0.716, 0.319, 0.465, 0.391, 0.362, 0.122, 0.361, 0.535, 0.443, 0.532, 0.369, 0.370, 0.362, -0.803, 0.464, 0.426, 0.279, 0.383, 0.422, 0.407, 0.289, 0.336, 0.440, 0.334, 0.313, 0.322, 0.447, 0.213, -0.558, -0.164, 0.247, 0.411]}



{"formula": "C3H4N2O", "method": "ωB97M-V/def2-TZVPD", "lumo_ha": 0.0283, "e_above_lowest_kj_mol": 99.92, "total_charge": 0, "species": ["N", "C", "O", "C", "C", "N", "H", "H", "H", "H"], "positions_angstrom": [[-1.054, 0.954, -0.262], [-0.815, -0.198, 0.402], [-1.634, -0.803, 1.066], [0.605, -0.767, 0.294], [2.198, 0.672, -1.164], [1.494, 0.006, -0.501], [-1.981, 1.349, -0.212], [-0.346, 1.417, -0.809], [1.005, -0.855, 1.308], [0.527, -1.775, -0.122]], "forces_ev_per_a": [[-0.1, 0.0, 0.0], [-0.1, -0.1, 0.1], [0.2, 0.2, -0.2], [0.0, -0.1, 0.1], [-0.7, -0.7, 0.6], [0.7, 0.7, -0.7], [0.1, -0.1, 0.0], [-0.1, -0.1, 0.1], [-0.1, 0.0, -0.1], [0.0, 0.1, 0.0]], "mulliken_charge": [-0.333, 0.417, -0.597, -0.173, -0.170, -0.068, 0.220, 0.179, 0.263, 0.262]}



| no. | largest force on an atom (Eh/bohr) |
| --- | --- |
| 1 | 0.0550 |
| 2 | 0.0897 |
| 3 | 0.0227 |